{
  "formula": "ClH28O18",
  "method": "ωB97M-V/def2-TZVPD",
  "lumo_ev": 1.9,
  "charge": -1,
  "relative_energy_kj_mol": 134.6,
  "e_tot_ev": -49827.044,
  "symbols": ["Cl", "O", "O", "O", "O", "O", "O", "O", "O", "O", "O", "O", "O", "O", "O", "O", "O", "O", "O", "H", "H", "H", "H", "H", "H", "H", "H", "H", "H", "H", "H", "H", "H", "H", "H", "H", "H", "H", "H", "H", "H", "H", "H", "H", "H", "H", "H"],
  "positions_angstrom": [[-0.298561, -0.330436, 0.297670], [2.729619, -1.280161, -0.209931], [-3.760232, -0.869219, -1.187291], [-0.527622, -3.973730, 1.197385], [2.387262, 2.292588, -0.827186], [2.161850, 0.545763, -4.066456], [2.637337, -1.454892, 3.007638], [0.325070, 3.254162, 1.742390], [-0.377294, -4.073270, -1.877947], [-1.082502, 0.728232, 0.949393], [-2.711575, -0.016065, 2.898245], [-1.728407, 0.442219, -2.644686], [-0.505105, 3.371674, -0.929524], [1.230926, 1.184389, 3.364847], [1.309296, -1.503921, -2.446956], [0.543646, -1.103842, 1.255451], [-3.483870, 1.537344, 0.300501], [-1.180273, -1.242721, -0.452482], [0.577070, 0.282657, -0.790315], [-3.953139, 2.045078, 1.007451], [-0.588070, -3.697404, 0.284257], [-3.220385, -1.634620, -0.936500], [-1.083232, 4.139463, -1.004818], [0.545423, -3.862113, -2.136569], [-1.253646, 0.508315, -1.814391], [2.002078, -1.491103, 0.391329], [1.968669, -0.059542, -3.325799], [-1.708063, -0.492202, -2.853333], [-0.595208, -3.237527, 1.738501], [1.087628, 3.630404, 2.188518], [1.783950, 1.672781, -0.463681], [0.588865, -1.074913, -1.975226], [-3.232294, -0.111770, -1.239928], [2.746195, -2.206682, 2.450221], [-2.039707, -0.029245, 3.552025], [-2.129918, 0.203727, 2.165424], [2.027118, -1.739571, -1.787025], [1.880517, 2.829552, -1.432971], [3.114876, 0.402271, -4.200869], [-0.406110, 3.099269, 2.379359], [1.879050, -0.955141, 2.768966], [3.085574, -0.425091, 0.020985], [-0.151877, 3.307373, -0.065444], [-2.636254, 1.433830, 0.637103], [0.994806, 1.672559, 2.586413], [-0.919513, -3.367524, -2.282954], [1.966034, 1.649056, 3.768210]],
  "forces_ev_per_a": [[0.939, -0.690, -2.858], [0.919, -1.129, -0.187], [-2.007, -2.807, -0.015], [0.285, -2.682, -0.929], [1.695, 1.067, 0.088], [0.921, 0.000, -0.073], [1.547, 0.129, 1.543], [-0.719, -0.226, 0.221], [0.217, 0.407, -0.333], [1.970, -1.201, -0.267], [-0.587, 0.113, -0.336], [-0.122, 0.429, -0.409], [-0.583, 0.036, -2.108], [0.017, -0.705, 0.922], [1.052, -1.488, -0.470], [-2.056, 1.632, -0.925], [-3.357, 1.605, 0.108], [1.145, 0.822, 1.919], [-1.973, -0.322, 3.383], [0.435, -0.797, -0.991], [-0.016, 0.224, -0.477], [-0.140, 0.843, -0.029], [0.196, -0.256, 0.325], [-0.900, 0.157, 0.142], [0.254, 0.312, -0.223], [0.254, 0.402, 0.021], [-0.340, -0.090, -0.206], [-0.100, -0.165, -0.050], [-0.217, 2.312, 1.317], [-0.185, 0.226, 0.205], [-1.074, -0.890, 0.173], [0.455, -0.037, 0.181], [1.327, 1.589, -0.091], [-0.234, -0.614, -0.735], [0.698, -0.246, 1.676], [-0.484, -0.104, -0.640], [-1.340, 0.919, -0.531], [-0.406, 0.022, -0.270], [-0.549, 0.223, -0.015], [0.852, 0.326, -0.386], [-1.059, 0.526, -0.479], [-0.073, 0.313, 0.162], [0.378, 0.235, 1.579], [2.299, -0.269, 0.645], [-0.141, 0.370, -0.846], [0.632, -0.463, 0.274], [0.178, -0.059, -0.006]],
  "lowdin_charge": [0.891, -0.053, -0.058, -0.033, -0.050, -0.093, -0.043, -0.051, -0.072, -0.341, -0.042, -0.039, -0.036, -0.035, -0.097, -0.337, -0.032, -0.318, -0.357, 0.072, -0.018, 0.023, 0.048, 0.045, -0.022, -0.006, -0.020, 0.034, -0.030, 0.069, -0.048, -0.017, -0.058, 0.015, 0.009, -0.045, 0.051, 0.025, 0.028, 0.091, -0.044, 0.056, -0.049, -0.073, -0.027, 0.043, 0.049]
}

=====

{
  "formula": "C8H12",
  "method": "ωB97M-V/def2-TZVPD",
  "lumo_ev": 1.1,
  "charge": 0,
  "relative_energy_kj_mol": 490.4,
  "e_tot_ev": -8484.500,
  "symbols": ["C", "C", "C", "C", "C", "C", "C", "C", "H", "H", "H", "H", "H", "H", "H", "H", "H", "H", "H", "H"],
  "positions_angstrom": [[-0.013496, 0.286610, 0.138910], [-1.702851, -0.825663, -0.126719], [2.462982, -0.827083, 0.244122], [2.389575, -0.150492, -0.861297], [-1.639688, -2.116705, -0.094334], [1.075275, -0.716139, -0.350734], [0.302631, 0.707102, 1.571930], [-0.186343, 1.413798, -0.772866], [-0.749667, -2.610467, 0.146251], [-0.705285, 2.293266, -0.469706], [0.744679, 1.797844, -1.092919], [-0.611307, 0.621211, 2.211099], [-2.414927, -2.834835, -0.424786], [0.747009, 1.735008, 1.675165], [2.696435, -1.259638, 1.139799], [0.970823, -0.169947, 1.999253], [-2.509647, -0.295515, -0.529418], [2.907433, 0.319767, -1.699995], [0.553820, -1.504157, -0.877366], [-0.747172, 1.127469, -1.665002]],
  "forces_ev_per_a": [[-1.587, -2.777, 0.747], [3.910, 2.578, 0.807], [-2.277, 0.910, -1.779], [0.062, -0.835, 0.052], [-1.057, -1.633, -0.564], [-0.486, 1.378, -1.197], [-0.212, -2.014, 1.537], [-1.221, 0.329, -1.770], [1.298, -0.669, 0.669], [-0.681, 0.498, 1.136], [1.373, 0.282, -0.454], [0.624, 0.524, -0.488], [0.064, 0.821, 0.241], [-0.222, -1.164, -0.131], [1.649, -0.794, 1.719], [-0.964, 2.266, -0.452], [-1.151, 1.042, -0.217], [-0.207, -0.064, 0.584], [0.796, -0.463, -0.193], [0.289, -0.216, -0.247]],
  "lowdin_charge": [-0.380, -0.016, 0.009, 0.006, -0.075, -0.262, -0.067, -0.107, 0.025, 0.075, 0.062, 0.079, 0.068, 0.094, 0.068, 0.100, 0.043, 0.104, 0.088, 0.088]
}

=====

{
  "formula": "C8H14",
  "method": "ωB97M-V/def2-TZVPD",
  "lumo_ev": [4.2, 4.1],
  "charge": -1,
  "spin_multiplicity": 2,
  "relative_energy_kj_mol": 47.2,
  "e_tot_ev": -8520.539,
  "symbols": ["C", "C", "C", "C", "C", "C", "C", "C", "H", "H", "H", "H", "H", "H", "H", "H", "H", "H", "H", "H", "H", "H"],
  "positions_angstrom": [[1.453106, 0.485554, -2.207061], [0.263007, -2.087668, -0.332668], [-0.144468, -0.823132, -0.007887], [-0.805271, 0.048574, -1.062417], [-0.811879, 0.650127, 1.902083], [-0.022533, -0.301529, 1.338742], [-0.052438, 0.163761, -2.354571], [-0.615047, 0.997262, 3.386225], [1.497997, 1.382973, -1.590725], [0.827730, -0.689586, 1.900493], [-0.058381, 0.187191, 3.867461], [0.370520, -2.453027, -1.359878], [-1.862140, -0.251500, -1.126093], [0.647756, -2.829298, 0.354719], [1.964413, -0.324891, -1.670522], [-0.969780, 1.055203, -0.650752], [-0.441520, 0.935012, -3.032804], [-1.500855, 1.346419, 3.912190], [-1.699946, 1.089625, 1.461353], [1.930586, 0.353247, -3.180743], [-0.119495, -0.733624, -2.988342], [0.148642, 1.799297, 3.441194]],
  "forces_ev_per_a": [[-0.727, -1.618, 0.626], [0.589, -1.365, -1.039], [0.196, 1.057, 1.085], [-0.729, 0.421, 1.425], [-0.760, 0.687, 2.038], [0.130, -0.599, -2.139], [0.734, -0.455, -1.605], [1.559, 0.580, -1.406], [0.791, 0.351, -0.610], [-0.309, -0.300, 0.285], [-0.627, -0.288, 0.374], [-0.232, 0.394, 0.033], [0.042, -0.398, -0.795], [-0.013, 0.258, 0.503], [-0.403, 0.191, 0.472], [0.609, 0.040, 0.075], [-0.377, 0.148, 0.352], [-0.084, -0.295, 0.131], [0.062, -0.229, -0.336], [0.050, 1.309, -0.150], [-0.127, -0.169, 0.402], [-0.375, 0.280, 0.276]],
  "lowdin_spin": [0.008, 0.248, 0.150, 0.024, 0.247, 0.102, 0.005, 0.046, 0.002, 0.008, 0.007, 0.039, 0.016, 0.035, 0.008, 0.003, 0.001, 0.003, 0.029, 0.001, 0.003, 0.016]
}

=====

- charge of number 3 (C8H14)?
  -1

=====

What did the second record say?
{
  "formula": "C8H12",
  "method": "ωB97M-V/def2-TZVPD",
  "lumo_ev": 1.1,
  "charge": 0,
  "relative_energy_kj_mol": 490.4,
  "e_tot_ev": -8484.500,
  "symbols": ["C", "C", "C", "C", "C", "C", "C", "C", "H", "H", "H", "H", "H", "H", "H", "H", "H", "H", "H", "H"],
  "positions_angstrom": [[-0.013496, 0.286610, 0.138910], [-1.702851, -0.825663, -0.126719], [2.462982, -0.827083, 0.244122], [2.389575, -0.150492, -0.861297], [-1.639688, -2.116705, -0.094334], [1.075275, -0.716139, -0.350734], [0.302631, 0.707102, 1.571930], [-0.186343, 1.413798, -0.772866], [-0.749667, -2.610467, 0.146251], [-0.705285, 2.293266, -0.469706], [0.744679, 1.797844, -1.092919], [-0.611307, 0.621211, 2.211099], [-2.414927, -2.834835, -0.424786], [0.747009, 1.735008, 1.675165], [2.696435, -1.259638, 1.139799], [0.970823, -0.169947, 1.999253], [-2.509647, -0.295515, -0.529418], [2.907433, 0.319767, -1.699995], [0.553820, -1.504157, -0.877366], [-0.747172, 1.127469, -1.665002]],
  "forces_ev_per_a": [[-1.587, -2.777, 0.747], [3.910, 2.578, 0.807], [-2.277, 0.910, -1.779], [0.062, -0.835, 0.052], [-1.057, -1.633, -0.564], [-0.486, 1.378, -1.197], [-0.212, -2.014, 1.537], [-1.221, 0.329, -1.770], [1.298, -0.669, 0.669], [-0.681, 0.498, 1.136], [1.373, 0.282, -0.454], [0.624, 0.524, -0.488], [0.064, 0.821, 0.241], [-0.222, -1.164, -0.131], [1.649, -0.794, 1.719], [-0.964, 2.266, -0.452], [-1.151, 1.042, -0.217], [-0.207, -0.064, 0.584], [0.796, -0.463, -0.193], [0.289, -0.216, -0.247]],
  "lowdin_charge": [-0.380, -0.016, 0.009, 0.006, -0.075, -0.262, -0.067, -0.107, 0.025, 0.075, 0.062, 0.079, 0.068, 0.094, 0.068, 0.100, 0.043, 0.104, 0.088, 0.088]
}

=====

- Which value of charge does entry 2 give?
  0